Density functional theory data (ωB97M-V with the def2-TZVPD basis set) for a structure of composition C33H42BiCl5FIN3OP2Si.

Positions of all 90 atoms, in Å:
Bi 0.550 -0.233 -0.217
C -3.298 3.117 -0.992
P -1.810 2.495 -0.102
C -2.072 3.321 1.532
C -0.470 3.599 -0.713
C -0.787 5.036 -0.839
C -0.016 5.904 -1.501
C 1.126 5.437 -2.268
C 1.399 4.130 -2.375
C 0.709 3.054 -1.621
P 0.830 1.287 -2.527
C 0.868 2.050 -4.216
C 2.692 1.237 -2.183
H -3.577 4.124 -0.674
H -4.135 2.443 -0.794
H -3.103 3.104 -2.064
H -2.368 4.368 1.448
H -1.152 3.254 2.115
H -2.850 2.779 2.075
H -1.697 5.393 -0.371
H -0.281 6.955 -1.533
H 1.700 6.155 -2.843
H 2.182 3.829 -3.057
H 1.887 2.130 -4.602
H 0.406 3.033 -4.190
H 0.273 1.442 -4.876
H 3.082 2.220 -1.916
H 3.208 0.868 -3.072
H 2.951 0.556 -1.365
C -2.556 -3.861 -0.136
Si -2.426 -2.104 -0.813
C -1.742 -2.386 -2.515
C -4.117 -1.352 -1.086
N -1.481 -1.098 0.273
C -1.963 -0.871 1.558
C -3.154 -1.479 2.035
C -3.661 -1.309 3.311
C -3.012 -0.504 4.234
C -1.851 0.127 3.821
C -1.367 -0.052 2.544
F -0.214 0.621 2.278
H -3.301 -4.417 -0.718
H -2.818 -3.948 0.919
H -1.591 -4.358 -0.281
H -2.562 -2.843 -3.083
H -0.900 -3.082 -2.528
H -1.456 -1.467 -3.026
H -4.652 -1.941 -1.839
H -3.971 -0.345 -1.493
H -4.749 -1.273 -0.200
H -3.706 -2.116 1.365
H -4.580 -1.818 3.578
H -3.396 -0.363 5.236
H -1.290 0.782 4.477
Cl 1.805 -3.598 -0.534
C 1.601 -2.731 -2.043
C 1.142 -1.436 -2.026
C 1.054 -0.658 -3.185
Cl -1.605 1.152 -2.970
C 1.326 -1.310 -4.388
Cl 1.172 -0.534 -5.950
C 1.721 -2.658 -4.422
Cl 2.007 -3.468 -5.926
C 1.900 -3.372 -3.240
Cl 2.459 -5.009 -3.266
I 7.359 1.245 1.618
C 5.377 0.689 1.587
C 4.879 -0.591 1.648
N 3.540 -0.468 1.593
N 3.139 0.803 1.489
C 4.246 1.526 1.489
H 5.373 -1.546 1.716
H 2.829 -1.195 1.596
H 4.202 2.600 1.394
C 0.872 3.213 -0.142
H 1.518 4.024 0.184
H 0.911 2.337 0.497
C 0.547 -4.177 3.822
C 1.426 -3.292 4.736
C 1.390 -1.935 4.033
O 1.256 -2.254 2.653
C 0.249 -3.270 2.617
H -0.376 -4.484 4.315
H 1.077 -5.078 3.516
H 2.448 -3.670 4.772
H 1.051 -3.232 5.758
H 2.288 -1.333 4.161
H 0.521 -1.350 4.359
H 0.302 -3.768 1.653
H -0.735 -2.803 2.716

Output
Molar mass, g mol⁻¹: 1118.90
Max |F|, hartree/bohr: 0.013
HOMO-LUMO gap, eV: 5.80
Net charge: -1

---

Density functional theory data (ωB97M-V with the def2-TZVPD basis set) for a structure of composition C33H42Br2N4OPdSi.

Positions of all 84 atoms, in Å:
Pd 0.642 0.253 -0.187
C 1.246 2.697 -2.388
C 1.141 3.635 -1.218
C 0.358 4.803 -1.304
C 0.294 5.651 -0.237
C 1.014 5.361 0.940
C 1.030 6.194 2.086
Br 0.040 7.834 2.119
C 1.764 5.853 3.190
C 2.502 4.678 3.204
Br 3.518 4.278 4.770
C 2.567 3.739 2.133
O 3.231 2.687 2.161
C 1.766 4.154 0.950
N 1.802 3.329 -0.121
H 0.496 2.928 -3.147
H 1.100 1.664 -2.051
H 2.239 2.763 -2.842
H -0.199 5.010 -2.210
H -0.309 6.549 -0.280
H 1.775 6.500 4.058
C 4.384 0.180 1.308
C 3.638 0.625 0.223
N 2.822 -0.173 -0.468
C 2.699 -1.452 -0.076
C 3.401 -1.990 1.004
C 4.249 -1.135 1.705
C 3.193 -3.365 1.478
C 2.868 -4.453 0.774
C 2.732 -4.531 -0.698
C 1.485 -4.740 -1.284
C 1.430 -4.794 -2.661
N 2.519 -4.687 -3.426
C 3.658 -4.500 -2.767
N 3.831 -4.416 -1.453
H 4.978 0.890 1.865
H 3.629 1.671 -0.052
H 2.010 -2.050 -0.656
H 4.780 -1.506 2.577
H 3.273 -3.488 2.556
H 2.650 -5.373 1.308
H 0.592 -4.799 -0.677
H 0.482 -4.912 -3.175
H 4.554 -4.400 -3.373
C -1.180 -1.147 2.629
C -1.924 -1.659 1.386
C -1.266 -3.007 1.055
C -3.378 -1.935 1.782
Si -1.568 -0.389 -0.117
C -2.143 -1.355 -1.775
C -3.437 -2.174 -1.726
C -2.280 -0.334 -2.912
C -1.013 -2.294 -2.217
C -2.873 1.106 0.098
C -4.354 0.845 -0.199
C -2.411 2.280 -0.779
C -2.769 1.628 1.538
H -1.244 -1.896 3.436
H -1.587 -0.212 3.013
H -0.128 -0.969 2.395
H -1.242 -3.642 1.954
H -0.232 -2.855 0.723
H -1.805 -3.558 0.280
H -3.416 -2.687 2.587
H -3.974 -2.315 0.948
H -3.873 -1.039 2.161
H -4.296 -1.578 -1.415
H -3.357 -3.022 -1.040
H -3.664 -2.587 -2.723
H -3.159 0.302 -2.800
H -2.374 -0.859 -3.876
H -1.396 0.310 -2.961
H -0.849 -3.103 -1.504
H -0.073 -1.742 -2.309
H -1.257 -2.748 -3.192
H -4.527 0.611 -1.252
H -4.950 1.742 0.033
H -4.758 0.022 0.394
H -2.458 2.064 -1.847
H -1.377 2.540 -0.543
H -3.042 3.162 -0.588
H -3.220 0.949 2.264
H -3.293 2.592 1.623
H -1.724 1.790 1.819

Output
Molar mass, g mol⁻¹: 805.04
Max |F|, hartree/bohr: 0.007
HOMO-LUMO gap, eV: 4.64
Net charge: -2

---

Density functional theory data (ωB97M-V with the def2-TZVPD basis set) for a structure of composition C33H43As3Br3N3O4S2V.

Positions of all 92 atoms, in Å:
V -1.011 -1.333 -1.671
Br -0.751 -3.257 -3.411
C -1.974 -0.402 -5.751
Br -2.357 -0.029 -3.762
H -1.450 -1.364 -5.649
H -2.992 -0.694 -6.055
O -3.379 -2.536 3.363
S -2.575 -1.542 2.666
O -3.289 -0.365 2.237
N -1.676 -2.082 1.498
C -0.859 -3.153 1.702
C -0.929 -4.032 2.786
C 0.017 -5.035 3.019
C 1.080 -5.198 2.183
C 1.190 -4.362 1.049
C 2.302 -4.505 0.195
C 2.415 -3.707 -0.895
C 1.380 -2.798 -1.150
N 0.320 -2.607 -0.393
C 0.217 -3.367 0.755
C -1.403 -0.949 3.899
C -0.171 -0.454 3.495
C 0.713 0.045 4.441
C 0.367 0.048 5.786
C -0.865 -0.454 6.185
C -1.750 -0.958 5.241
H -1.759 -3.939 3.468
H -0.104 -5.673 3.888
H 1.841 -5.951 2.353
H 3.047 -5.257 0.433
H 3.240 -3.773 -1.591
H 1.427 -2.245 -2.073
H 0.083 -0.472 2.441
H 1.677 0.427 4.126
H 1.059 0.437 6.524
H -1.134 -0.459 7.234
H -2.708 -1.372 5.529
C 1.702 2.929 2.040
As 0.304 1.989 0.983
C -1.189 2.621 2.094
C 0.030 3.344 -0.434
C 0.974 3.353 -1.647
C 0.745 4.690 -2.374
C 0.673 2.264 -2.693
As 0.822 0.304 -2.483
C 2.727 0.104 -2.003
C 1.092 -0.031 -4.385
C 2.427 3.308 -1.154
As 3.840 3.631 -2.495
C 4.134 5.546 -2.140
C 5.310 3.007 -1.346
H 1.500 4.001 2.085
H 2.699 2.762 1.635
H 1.671 2.524 3.054
H -0.844 3.378 2.800
H -1.637 1.784 2.623
H -1.954 3.036 1.442
H 0.074 4.324 0.056
H -0.996 3.177 -0.768
H -0.304 4.787 -2.660
H 1.346 4.758 -3.286
H 1.001 5.531 -1.723
H 1.327 2.453 -3.550
H -0.355 2.375 -3.052
H 3.297 0.926 -2.437
H 3.088 -0.825 -2.446
H 2.878 0.062 -0.924
H 1.997 0.483 -4.716
H 0.223 0.293 -4.963
H 1.189 -1.108 -4.526
H 2.642 2.339 -0.699
H 2.566 4.065 -0.377
H 3.369 6.140 -2.636
H 5.109 5.834 -2.535
H 4.107 5.748 -1.068
H 5.308 1.918 -1.312
H 5.195 3.394 -0.332
H 6.262 3.345 -1.754
S -2.061 0.439 -0.531
Br -6.801 -4.553 1.488
C -5.467 -3.663 0.471
C -4.372 -4.379 0.015
N -3.419 -3.812 -0.709
C -3.523 -2.515 -0.957
C -4.564 -1.706 -0.527
C -5.578 -2.320 0.200
C -4.746 -0.231 -0.790
O -5.880 0.197 -0.860
O -3.737 0.596 -0.968
H -4.264 -5.433 0.242
H -2.762 -2.092 -1.605
H -6.413 -1.728 0.544

Output
Molar mass, g mol⁻¹: 1125.28
Multiplicity: 4
Max |F|, hartree/bohr: 0.015
HOMO-LUMO gap (spin up / spin down), eV: 5.02 / 5.04
Net charge: -2